1.
{"formula": "C2H3NO2", "method": "wB97M-V/def2-TZVPD", "max_force_ev_per_a": 3.54, "e_above_lowest_kj_mol": 133.50, "total_energy_ev": -7706.4594, "homo_lumo_gap_ev": 10.79, "lumo_ha": 0.0266, "elements": ["C", "C", "N", "O", "O", "H", "H", "H"], "positions_angstrom": [[-1.877921, -1.829069, -1.640089], [-0.072454, -0.047445, -0.313273], [0.045703, -1.285175, -0.267648], [-1.860540, -1.183345, -2.547124], [-0.296224, 0.779425, 0.660018], [0.015729, 0.528713, -1.230805], [-0.173577, -1.825180, 0.545121], [-0.322915, 0.197707, 1.477307]], "forces_ev_per_angstrom": [[-0.8, -1.6, 1.2], [0.7, -0.4, -1.3], [0.5, -0.7, -1.4], [0.1, 1.2, -1.7], [-0.6, 0.3, 3.5], [0.1, -0.3, -0.3], [0.0, 0.1, 0.8], [-0.1, 1.3, -0.9]]}



2.
{"formula": "C4H28N2O12", "method": "wB97M-V/def2-TZVPD", "multiplicity": 2, "charge": -1, "s2": 0.753, "max_force_ev_per_a": 6.21, "e_above_lowest_kj_mol": 0.00, "total_energy_ev": -32153.5681, "homo_lumo_gap_ev": [2.35, 7.41], "lumo_ha": [0.1059, 0.1058], "elements": ["N", "C", "C", "C", "O", "C", "N", "O", "H", "H", "H", "H", "H", "H", "H", "H", "H", "H", "O", "H", "H", "O", "H", "H", "O", "H", "H", "O", "H", "H", "O", "H", "H", "O", "H", "H", "O", "H", "H", "O", "H", "H", "O", "H", "H", "O"], "positions_angstrom": [[0.205624, -2.685659, -0.444312], [-0.728987, -1.770911, 0.239473], [0.080336, -0.611696, 0.826361], [0.742378, -1.063379, 2.094282], [0.162162, -0.987665, 3.160695], [-1.762692, -1.279436, -0.801206], [-2.602574, -0.248976, -0.479104], [-1.889965, -1.859104, -1.887270], [0.674208, -3.304334, 0.291732], [-0.309572, -3.230783, -1.108183], [-1.279089, -2.269452, 1.039841], [0.812698, -0.265346, 0.079650], [-0.530775, 0.308931, 1.073136], [1.719737, -1.506357, 2.125687], [-3.212869, 0.156879, -1.218188], [-2.425467, 0.364597, 0.267101], [-1.874870, 1.874096, 1.711718], [-0.742312, 2.514427, 0.889036], [-1.686879, 2.287672, 0.832469], [1.335492, -1.497514, -1.618499], [0.770265, -0.495639, -2.656518], [1.592149, -0.799025, -2.215576], [1.427908, -4.219021, 2.622610], [0.333372, -3.436058, 3.162253], [0.697582, -3.715529, 2.366695], [1.375103, 1.966670, 1.608032], [1.352105, 2.402247, 0.055506], [0.985215, 2.551716, 0.970333], [-1.229547, 0.069147, 3.122356], [-2.604460, 0.400843, 3.563424], [-1.894331, 0.726952, 3.008888], [3.027564, 1.661197, -1.559030], [2.014287, 0.420224, -1.450990], [2.279761, 1.336578, -1.060051], [-1.167197, 0.770242, -2.700769], [-1.213299, -0.582046, -3.289424], [-0.674476, 0.111865, -3.266404], [-1.920693, 2.171931, -0.873879], [-1.063890, 2.625445, -2.122449], [-1.882507, 2.038955, -1.842643], [0.582080, 2.119634, -3.492372], [1.055677, 2.164678, -2.027772], [0.587358, 2.670853, -2.691831], [2.656035, 0.770550, 0.472729], [3.541136, 0.801060, 1.763957], [2.686197, 0.540550, 1.458498]], "forces_ev_per_angstrom": [[1.0, -0.5, 1.5], [-0.3, 0.7, -1.1], [0.2, 1.0, 0.6], [2.5, 0.3, -3.8], [-3.6, 0.3, 5.0], [-0.8, -0.4, -0.2], [-0.6, -1.0, -1.5], [0.1, 0.1, 0.3], [-1.1, 1.2, -1.4], [-0.3, -0.5, -0.2], [-0.2, 0.1, 0.1], [-0.4, -0.4, 0.2], [0.4, -1.3, -0.4], [0.6, -0.1, -0.8], [1.0, -0.8, 0.8], [0.6, 0.7, 1.1], [0.1, 0.2, -0.6], [0.4, 0.0, 0.0], [-0.7, 0.2, 0.7], [-0.6, -1.1, 0.9], [-0.3, -0.1, 0.0], [0.9, 0.9, -0.8], [2.0, -1.4, 0.5], [-1.2, 1.5, 2.2], [-0.7, -0.7, -2.6], [0.8, -1.0, 0.1], [-0.2, -0.3, 1.9], [-0.8, 1.8, -1.7], [2.5, -1.8, 0.1], [-0.3, 0.2, 0.0], [-2.2, 1.5, 0.2], [0.4, 0.0, -0.2], [0.2, 0.0, -0.3], [-0.1, -0.1, -0.3], [0.3, -0.2, -0.1], [-3.5, -4.9, -0.1], [3.2, 5.3, 0.0], [0.0, -0.2, 0.1], [-2.0, -1.5, 0.6], [1.8, 2.0, -0.9], [-0.1, 0.1, 0.4], [0.5, -0.5, 0.4], [-0.3, 0.8, -1.2], [0.3, -0.3, 1.7], [1.2, 0.4, 0.3], [-0.4, 0.2, -1.5]]}



3.
{"formula": "C18H57N5O7", "method": "wB97M-V/def2-TZVPD", "max_force_ev_per_a": 2.73, "e_above_lowest_kj_mol": 247.39, "total_energy_ev": -41369.2276, "homo_lumo_gap_ev": 7.05, "lumo_ha": 0.0143, "elements": ["N", "H", "H", "H", "H", "C", "C", "O", "H", "H", "H", "H", "H", "O", "H", "H", "O", "H", "H", "C", "C", "C", "O", "C", "N", "H", "H", "H", "H", "H", "H", "H", "H", "H", "H", "H", "C", "C", "C", "O", "C", "N", "H", "H", "H", "H", "H", "H", "H", "H", "H", "H", "H", "C", "C", "C", "O", "C", "N", "H", "H", "H", "H", "H", "H", "H", "H", "H", "H", "H", "C", "C", "C", "O", "C", "N", "H", "H", "H", "H", "H", "H", "H", "H", "H", "H", "H"], "positions_angstrom": [[0.412465, 0.073374, -0.622219], [1.401595, -0.110566, -0.533479], [0.130465, 0.539494, 0.228261], [-0.074035, -0.732296, -0.988709], [0.341665, 0.702864, -1.408879], [1.804635, 2.300514, -4.094009], [0.457275, 1.753984, -4.140759], [-0.153615, 1.549254, -2.892919], [2.277135, 2.236534, -5.074189], [2.341245, 1.709284, -3.351989], [1.851865, 3.361774, -3.849869], [0.516605, 0.746294, -4.552019], [-0.133825, 2.387074, -4.802489], [1.719295, 3.570704, -0.784339], [1.261655, 3.085664, -1.471019], [2.610205, 3.220894, -0.796469], [-1.555675, -1.109406, -3.840379], [-1.248665, -0.242686, -3.574339], [-2.498445, -1.001866, -3.966259], [-2.277675, -3.952466, -0.642049], [-1.267665, -2.852816, -0.330799], [-0.350935, -3.184416, 0.923211], [0.027815, -1.913086, 1.609291], [0.602975, -2.093216, 2.855001], [-0.450795, -2.513806, -1.508079], [-2.913445, -3.686506, -1.486529], [-3.005655, -4.141556, 0.146861], [-1.859425, -4.932066, -0.873449], [-1.902525, -2.005146, -0.072919], [0.533535, -3.721746, 0.581041], [-0.974135, -3.745776, 1.619341], [-0.093485, -2.469476, 3.604311], [1.012135, -1.157226, 3.235281], [1.478325, -2.741366, 2.813181], [0.117355, -3.348836, -1.503199], [-0.923325, -2.503066, -2.400659], [-3.678895, -0.190246, -0.572949], [-3.947235, 0.245204, 0.827671], [-2.824385, -0.114566, 1.820761], [-3.176525, 0.219604, 3.162351], [-2.225345, -0.254846, 4.110601], [-4.134245, 1.699904, 0.887691], [-2.719385, 0.136134, -0.974069], [-4.324535, 0.329544, -1.280809], [-3.883235, -1.244166, -0.761649], [-4.858075, -0.278456, 1.117951], [-2.001065, 0.577234, 1.642861], [-2.453405, -1.123706, 1.641551], [-2.078735, -1.333216, 4.049561], [-2.413005, 0.003444, 5.152801], [-1.240475, 0.180934, 3.942601], [-5.024685, 1.964534, 0.491221], [-4.223745, 2.002174, 1.847231], [3.624725, -2.181106, -0.159279], [3.635075, -1.076276, -1.154559], [3.030015, -1.318586, -2.505819], [3.680295, -2.363516, -3.176769], [2.997425, -2.557446, -4.412499], [3.058065, 0.111494, -0.453679], [4.120055, -1.785036, 0.727221], [4.246645, -2.989846, -0.543029], [2.639045, -2.516846, 0.162901], [4.644735, -0.704926, -1.329979], [3.188945, -0.494416, -3.201219], [1.979235, -1.566906, -2.356489], [3.536165, -3.327736, -4.964319], [2.991775, -1.648566, -5.014169], [1.990925, -2.956776, -4.287619], [3.378085, 0.188874, 0.501151], [3.538385, 0.878434, -0.902239], [1.920135, 2.008614, 2.573601], [0.443275, 2.379674, 2.403261], [-0.022005, 3.758784, 2.746651], [-1.446255, 3.800184, 2.828691], [-1.955355, 3.809484, 4.221531], [0.008135, 2.077264, 1.052301], [2.227515, 2.449724, 3.521771], [2.552605, 2.343754, 1.751551], [2.082425, 0.941094, 2.722451], [-0.095005, 1.737294, 3.100191], [0.300005, 4.379004, 1.910141], [0.433645, 4.169894, 3.647461], [-1.642175, 2.849944, 4.632991], [-3.023735, 3.942584, 4.391671], [-1.474785, 4.605244, 4.790671], [-0.984825, 2.255234, 1.002671], [0.388855, 2.903554, 0.613661]], "forces_ev_per_angstrom": [[-0.6, -0.9, -0.7], [0.7, -0.1, 0.1], [-0.6, 0.3, 0.5], [-0.2, -0.8, 0.5], [-0.3, 1.6, -1.4], [1.7, 0.7, 0.0], [-2.1, -1.3, 1.1], [0.3, 0.4, 0.3], [0.3, -0.3, -0.1], [0.5, 0.1, 0.0], [-0.1, 0.1, 0.4], [0.2, -0.2, -1.0], [-0.5, 0.1, -0.3], [0.3, 0.5, 0.5], [-0.6, -0.5, -0.7], [0.2, 0.0, -0.1], [-0.3, -0.9, -0.2], [0.6, 1.2, 0.4], [-0.2, 0.0, -0.1], [-0.5, -0.7, 0.1], [-0.5, 0.2, 0.5], [-1.1, 2.2, -0.4], [-0.7, -1.1, -1.8], [0.8, -0.2, 0.6], [0.7, -1.1, 1.3], [0.3, 0.3, -0.2], [0.2, 0.2, 0.4], [0.4, 0.0, -0.1], [0.4, 0.2, 0.1], [0.2, -0.1, 0.3], [0.3, -0.3, 0.1], [-0.2, -0.2, 0.1], [-0.3, 0.3, -0.2], [0.1, -0.5, 0.0], [0.9, 0.0, -0.8], [-0.6, 0.3, -0.1], [0.2, 0.3, -1.5], [-0.2, 0.3, 1.3], [0.2, 1.2, -0.4], [-0.5, -0.9, 0.9], [0.5, 0.1, -0.5], [0.0, 0.1, 0.0], [0.5, -0.3, 0.3], [-0.5, 0.1, 0.2], [0.3, -0.1, 0.2], [-0.2, -0.2, 0.5], [0.4, -0.2, -0.7], [-0.2, -0.2, 0.6], [-0.3, -0.2, -0.1], [-0.9, 0.2, -0.2], [0.3, 0.1, -0.4], [-0.1, -0.1, -0.5], [0.3, -0.1, 0.3], [0.8, -0.7, 0.1], [1.0, 1.7, 0.9], [-0.3, 0.1, 0.0], [-0.3, -0.9, -0.2], [0.8, -0.9, -0.1], [0.4, 0.4, -1.0], [0.1, -0.2, 0.2], [-0.3, -0.3, 0.2], [-0.1, 0.0, -0.3], [0.6, -1.0, -0.2], [-0.7, 0.9, 0.5], [-0.4, 0.2, -0.3], [0.2, 0.1, 0.0], [-0.2, 0.2, 0.0], [-0.3, 0.3, 0.3], [0.1, -0.5, 0.2], [-0.5, 0.7, -0.1], [-0.2, 0.7, 0.6], [-0.3, -1.9, 0.8], [0.2, 0.8, 0.3], [-1.0, 0.5, 1.2], [1.7, -0.5, -0.8], [-0.1, 0.7, 0.7], [0.5, 0.2, -0.1], [0.0, 0.2, 0.1], [-0.3, -0.1, -0.3], [-0.1, -0.3, 0.1], [-0.2, 0.5, 0.0], [0.0, 0.0, 0.2], [-0.2, 0.0, 0.4], [0.0, -0.1, -1.1], [0.2, 0.1, -0.1], [-0.6, 0.0, 0.0], [0.3, -0.2, -1.4]]}



4.
{"formula": "C12H15NP", "method": "wB97M-V/def2-TZVPD", "charge": 1, "smiles": "C=CC[N@H+]1CP=C[C@@H]1c1ccccc1", "max_force_ev_per_a": 4.49, "e_above_lowest_kj_mol": 384.24, "total_energy_ev": -23456.4771, "homo_lumo_gap_ev": 8.84, "lumo_ha": -0.1450, "elements": ["C", "C", "C", "N", "C", "P", "C", "C", "C", "C", "C", "C", "C", "C", "H", "H", "H", "H", "H", "H", "H", "H", "H", "H", "H", "H", "H", "H", "H"], "positions_angstrom": [[-2.973663, -2.842539, -0.397782], [-2.171199, -1.808770, -0.624791], [-1.477478, -0.951318, 0.438277], [-1.333718, 0.421990, 0.026919], [-2.380033, 1.383379, 0.195128], [-1.782639, 3.094969, -0.305086], [-0.210903, 2.599927, 0.162960], [-0.073981, 1.146028, 0.600492], [1.205076, 0.523413, 0.206045], [2.009930, -0.166976, 1.171362], [3.296668, -0.483959, 0.829382], [3.843765, -0.117788, -0.340335], [3.018359, 0.409952, -1.364195], [1.742671, 0.724772, -1.030349], [-3.537957, -3.467778, -1.215800], [-3.117565, -3.276343, 0.635682], [-1.887318, -1.332308, -1.563947], [-0.417960, -1.358275, 0.398095], [-1.912918, -1.215036, 1.485357], [-1.062203, 0.404546, -0.942967], [-3.359957, 1.052404, -0.184249], [-2.515250, 1.427286, 1.306395], [0.746993, 3.146607, 0.115922], [-0.139258, 1.139758, 1.681250], [1.567497, -0.200637, 2.110551], [3.844503, -1.168501, 1.420408], [4.764607, -0.640973, -0.720076], [3.260195, 0.324446, -2.357608], [1.053746, 1.231738, -1.737039]], "forces_ev_per_angstrom": [[-0.9, -1.7, -0.6], [-0.3, 1.4, 0.5], [0.6, -4.2, 1.6], [2.1, 1.2, 0.3], [-2.4, 0.7, 1.7], [1.8, -0.7, 0.5], [-1.1, -0.2, -0.8], [-0.2, 0.7, 0.1], [1.8, -1.1, 2.0], [-1.6, 2.3, -2.5], [-0.2, -0.8, 1.5], [0.6, -1.3, -4.2], [0.5, -0.9, 2.7], [-2.0, 1.5, -1.5], [1.5, 1.5, 1.5], [0.1, 0.9, -1.1], [-0.7, -0.9, -0.6], [-1.0, 0.6, 0.5], [0.8, 1.4, -1.7], [-0.1, -0.2, -1.0], [0.6, 0.1, -0.3], [-0.1, 0.1, -0.7], [-0.9, 0.0, 0.1], [-0.4, -0.3, 0.4], [-0.3, -0.9, 1.8], [0.6, -0.2, 1.0], [-0.6, 1.1, 0.9], [1.1, 0.5, -2.1], [0.7, -0.4, -0.1]]}